[1]
8 unconnected molecules or ions with the total composition C28H47N8O7, computed with wB97M-V/def2-TZVPD.

As for the net charge: +1. The calculation puts the HOMO-LUMO gap at 0.130 Ha.

Last column: Mulliken charge in e.
Geometry (Å):
C (3.141, -2.931, -0.517)  -1.74
C (2.355, -1.980, 0.441)  1.67
C (3.250, -1.416, 1.582)  -2.20
C (2.801, -0.230, 2.331)  -0.33
C (2.566, 0.930, 1.278)  -1.91
C (1.480, 0.463, 0.308)  2.08
N (1.853, -0.816, -0.366)  0.85
O (1.383, -1.083, -1.688)  -0.34
C (1.510, 1.563, -0.883)  -1.89
C (0.046, 0.372, 0.844)  -0.30
C (1.119, -2.961, 0.952)  -1.47
H (2.508, -3.311, -1.211)  0.64
H (3.613, -3.908, 0.032)  0.30
H (3.988, -2.316, -1.128)  0.31
H (3.858, -0.992, 0.971)  0.78
H (3.666, -2.201, 2.136)  0.57
H (3.414, -0.093, 3.145)  0.77
H (1.947, -0.432, 2.828)  0.07
H (3.410, 0.970, 0.712)  0.79
H (2.255, 1.805, 1.717)  0.45
H (2.524, 1.381, -1.271)  0.64
H (1.244, 2.498, -0.539)  0.59
H (0.642, 1.415, -1.457)  -0.13
H (-0.025, -0.493, 1.653)  -0.58
H (-0.668, 0.271, 0.044)  -0.53
H (0.011, 1.126, 1.417)  0.58
H (0.580, -2.355, 1.696)  0.19
H (1.689, -3.709, 1.416)  0.63
H (0.562, -3.479, 0.193)  0.38
N (2.405, 2.357, 4.560)  0.02
C (2.830, 3.479, 3.825)  -0.75
C (1.589, 4.022, 3.217)  -0.48
C (0.451, 3.066, 3.502)  -0.08
C (1.087, 2.049, 4.369)  -0.91
H (2.989, 1.879, 5.256)  0.29
H (3.753, 3.909, 3.868)  0.53
H (1.462, 4.929, 2.415)  0.20
H (-0.511, 2.910, 3.055)  0.52
H (0.579, 1.304, 4.785)  0.58
N (-2.594, 2.566, -0.477)  -0.07
C (-3.283, 2.758, 0.714)  -0.40
C (-2.714, 3.925, 1.369)  -0.93
C (-1.417, 4.266, 0.574)  -0.50
C (-1.447, 3.353, -0.663)  -1.05
H (-2.880, 2.029, -1.259)  0.62
H (-4.320, 2.244, 0.857)  0.34
H (-2.969, 4.272, 2.435)  0.37
H (-0.729, 5.029, 0.940)  0.54
H (-0.963, 3.095, -1.465)  1.21
N (-4.078, 1.061, -2.755)  -0.07
C (-2.937, 1.592, -3.427)  -0.60
C (-1.679, 0.889, -2.994)  -0.99
C (-2.213, -0.280, -2.144)  -0.25
C (-3.768, -0.012, -1.976)  -1.34
H (-5.092, 1.324, -2.935)  0.31
H (-3.253, 2.419, -4.152)  0.34
H (-0.655, 0.965, -3.183)  0.70
H (-1.652, -1.033, -1.722)  1.09
H (-4.376, -0.414, -1.364)  0.80
N (-0.929, -4.948, -5.088)  -0.03
C (-0.109, -6.006, -5.448)  -0.46
C (0.720, -6.377, -4.266)  -0.73
C (0.369, -5.437, -3.145)  -0.09
C (-0.712, -4.430, -3.773)  -0.60
H (-1.478, -4.618, -5.817)  0.19
H (-0.084, -6.438, -6.370)  0.46
H (1.390, -7.235, -3.978)  0.32
H (0.755, -5.290, -2.152)  0.43
H (-1.259, -3.640, -3.325)  0.54
C (2.636, 6.209, -2.717)  -0.74
N (1.851, 5.027, -2.750)  0.93
O (2.101, 4.130, -3.523)  -0.58
O (0.948, 5.042, -2.025)  -0.46
H (2.054, 7.104, -2.562)  0.31
H (3.147, 6.153, -3.627)  0.30
H (3.288, 6.228, -1.720)  0.25
C (-2.847, -5.122, -0.088)  -0.84
N (-2.896, -3.655, 0.206)  0.73
O (-1.834, -3.112, 0.477)  -0.36
O (-3.930, -3.018, 0.381)  -0.52
H (-3.479, -5.321, -0.895)  0.32
H (-3.345, -5.440, 0.805)  0.35
H (-1.897, -5.618, -0.248)  0.31
C (-2.309, 0.283, 4.088)  -1.47
N (-1.793, -1.101, 4.451)  1.00
O (-2.593, -1.938, 4.901)  -0.59
O (-0.664, -1.339, 4.239)  -0.54
H (-1.947, 0.994, 4.639)  0.50
H (-3.224, 0.348, 4.384)  0.63
H (-2.292, 0.499, 3.098)  0.51



[2]
A molecular structure, C28H47NO2P2Ti, computed with wB97M-V/def2-TZVPD.

As for the net charge: +1. The calculation puts the HOMO-LUMO gap (alpha / beta) at 0.193 / 0.203 Ha. The spin multiplicity is 2.

Last column: Löwdin spin population.
Geometry (Å):
Ti (-0.034, -0.003, 0.382)  0.90
C (-1.679, 1.430, 1.920)  0.00
C (-2.446, 0.826, 0.813)  -0.01
C (-2.823, -0.425, 2.741)  -0.01
C (-1.990, 0.661, 3.098)  -0.02
C (-3.108, -0.348, 1.360)  -0.02
C (-1.300, 2.872, 2.006)  0.00
H (-1.352, 3.382, 1.034)  0.00
H (-0.283, 2.975, 2.414)  0.00
H (-1.975, 3.430, 2.685)  0.00
C (-1.607, 1.018, 4.476)  0.00
H (-0.773, 1.733, 4.461)  0.00
H (-1.311, 0.135, 5.058)  0.00
H (-2.453, 1.494, 5.000)  0.00
C (-3.413, -1.417, 3.653)  0.00
H (-4.345, -1.004, 4.075)  0.00
H (-2.729, -1.676, 4.477)  0.00
H (-3.670, -2.342, 3.117)  0.00
C (-4.081, -1.209, 0.650)  0.00
H (-5.103, -1.121, 1.060)  0.00
H (-3.799, -2.269, 0.729)  0.00
H (-4.141, -0.954, -0.415)  0.00
C (-3.099, 1.596, -0.301)  0.00
H (-4.185, 1.743, -0.125)  0.00
H (-3.016, 1.047, -1.250)  0.00
H (-2.673, 2.599, -0.423)  0.00
C (3.402, 1.304, -2.195)  0.00
C (2.562, 2.379, -2.372)  0.00
C (2.172, 2.896, -3.729)  0.00
C (1.567, 1.820, -4.679)  0.00
C (0.891, 0.701, -3.975)  0.00
C (1.508, -0.514, -3.806)  0.00
C (2.987, -0.781, -3.663)  0.00
C (3.877, 0.441, -3.302)  0.00
H (3.085, 3.327, -4.170)  0.00
H (2.368, 1.411, -5.321)  0.00
H (1.443, 3.718, -3.629)  0.00
H (4.041, 1.055, -4.192)  0.00
H (3.817, 1.091, -1.221)  0.00
H (2.378, 3.090, -1.583)  0.00
H (4.848, 0.043, -2.983)  0.00
H (3.184, -1.592, -2.944)  0.00
H (0.891, -1.401, -3.932)  0.00
H (3.309, -1.161, -4.643)  0.00
H (0.809, 2.299, -5.321)  0.00
H (-0.170, 0.813, -3.785)  0.00
P (1.089, 1.623, -0.646)  0.01
P (-0.896, -1.936, -0.756)  0.02
C (1.572, -0.293, -0.968)  0.04
C (0.896, -1.726, -1.117)  0.02
H (2.610, -0.450, -0.611)  0.01
H (1.617, 0.024, -2.030)  0.00
H (0.918, -2.015, -2.180)  0.00
H (1.517, -2.473, -0.592)  0.00
C (-1.047, -3.592, -0.151)  0.00
H (-2.092, -3.790, 0.112)  0.00
H (-0.445, -3.737, 0.756)  0.00
H (-0.710, -4.296, -0.922)  0.00
C (-1.877, -1.687, -2.225)  0.01
H (-1.388, -2.129, -3.095)  0.00
H (-2.038, -0.618, -2.411)  0.00
H (-2.861, -2.143, -2.065)  0.00
C (2.242, 2.229, 0.634)  0.00
H (1.645, 2.878, 1.307)  0.00
H (3.046, 2.789, 0.115)  0.00
H (2.653, 1.405, 1.252)  0.00
C (-0.150, 2.445, -1.692)  0.02
H (-1.025, 1.797, -1.896)  0.01
H (0.309, 2.721, -2.654)  0.00
H (-0.507, 3.330, -1.137)  0.00
O (1.391, -0.785, 1.666)  0.02
C (1.094, -1.559, 2.683)  0.00
C (2.118, -2.415, 3.380)  0.00
C (1.338, -2.876, 4.611)  0.00
C (-0.017, -2.247, 4.416)  0.00
O (-0.906, -2.244, 5.267)  0.00
N (-0.103, -1.635, 3.165)  0.00
H (2.362, -3.300, 2.769)  0.00
H (3.043, -1.869, 3.599)  0.00
H (1.231, -3.974, 4.602)  0.00
H (1.787, -2.563, 5.566)  0.00



[3]
A molecular structure, C28H48BLuN3O2P2, computed with wB97M-V/def2-TZVPD.

As for the net charge: +1. The calculation puts the HOMO-LUMO gap at 0.252 Ha.

Last column: Mulliken charge in e.
Geometry (Å):
Lu (-0.999, 1.157, -1.444)  1.39
C (-1.280, -0.635, 2.629)  -2.30
C (-2.570, 0.189, 2.471)  2.14
C (-3.686, -0.718, 1.945)  -1.97
C (-2.954, 0.729, 3.851)  -1.78
P (-2.203, 1.494, 1.191)  0.05
C (-0.756, 2.429, 1.890)  -0.64
N (0.456, 1.763, 1.458)  0.17
B (0.724, 1.183, 0.154)  0.96
N (1.924, 0.419, 0.345)  0.01
C (2.495, -0.574, -0.549)  -1.44
P (1.889, -2.319, -0.173)  -0.22
C (3.399, -3.344, -0.661)  2.18
C (3.881, -3.183, -2.103)  -1.74
C (3.133, -4.826, -0.355)  -1.91
C (4.527, -2.908, 0.292)  -1.92
C (0.551, -2.592, -1.502)  2.87
C (0.759, -1.879, -2.835)  -1.21
C (-0.788, -2.139, -0.906)  -2.33
C (0.376, -4.092, -1.771)  -2.23
C (2.356, 0.556, 1.663)  0.79
C (3.461, 0.029, 2.312)  -0.72
C (3.654, 0.350, 3.648)  -0.82
C (2.767, 1.182, 4.324)  -0.92
C (1.664, 1.722, 3.679)  -0.61
C (1.466, 1.397, 2.345)  0.27
C (-3.599, 2.711, 0.914)  2.09
C (-4.541, 2.079, -0.122)  -1.48
C (-4.397, 3.121, 2.152)  -1.96
C (-2.991, 3.970, 0.280)  -1.90
H (-1.508, -1.517, 3.230)  0.66
H (-0.867, -0.975, 1.679)  0.38
H (-0.501, -0.078, 3.147)  0.33
H (-3.816, -1.554, 2.634)  0.51
H (-4.642, -0.199, 1.879)  0.34
H (-3.444, -1.133, 0.963)  0.29
H (-2.927, -0.102, 4.558)  0.50
H (-2.255, 1.480, 4.221)  0.29
H (-3.956, 1.147, 3.877)  0.37
H (-0.788, 3.473, 1.572)  0.44
H (-0.813, 2.430, 2.980)  -0.02
H (2.279, -0.271, -1.574)  0.48
H (3.580, -0.562, -0.456)  0.74
H (3.174, -3.594, -2.823)  0.27
H (4.063, -2.138, -2.359)  0.34
H (4.824, -3.719, -2.235)  0.47
H (2.508, -5.310, -1.101)  0.37
H (4.084, -5.360, -0.338)  0.50
H (2.665, -4.955, 0.622)  0.42
H (4.948, -1.937, 0.033)  0.43
H (4.193, -2.884, 1.330)  0.41
H (5.341, -3.631, 0.224)  0.59
H (0.623, -0.796, -2.758)  -0.38
H (1.756, -2.016, -3.247)  0.14
H (0.039, -2.241, -3.574)  0.54
H (-0.796, -1.080, -0.590)  0.00
H (-1.594, -2.293, -1.633)  0.63
H (-1.039, -2.688, 0.002)  0.50
H (1.187, -4.487, -2.377)  0.37
H (0.317, -4.670, -0.848)  0.45
H (-0.551, -4.252, -2.328)  0.57
H (4.165, -0.606, 1.795)  0.40
H (4.514, -0.047, 4.169)  0.44
H (2.947, 1.423, 5.363)  0.41
H (0.995, 2.389, 4.207)  0.45
H (-4.953, 1.126, 0.207)  0.25
H (-5.375, 2.756, -0.311)  0.53
H (-4.039, 1.923, -1.085)  0.18
H (-5.002, 2.299, 2.532)  0.31
H (-3.754, 3.481, 2.956)  0.37
H (-5.079, 3.930, 1.885)  0.53
H (-2.270, 3.751, -0.519)  0.40
H (-3.788, 4.552, -0.185)  0.53
H (-2.498, 4.606, 1.012)  0.42
O (1.830, 0.706, -4.449)  -0.52
C (0.885, 1.441, -4.467)  0.11
C (0.599, 2.557, -5.467)  -0.56
C (-0.699, 3.199, -4.977)  -0.49
C (-1.008, 2.401, -3.746)  0.41
O (-1.934, 2.625, -2.909)  -0.81
N (-0.166, 1.394, -3.520)  -0.21
H (0.525, 2.128, -6.465)  0.28
H (1.444, 3.243, -5.471)  0.28
H (-1.530, 3.112, -5.678)  0.29
H (-0.611, 4.253, -4.712)  0.30



Q: What is the net charge in the third record?
A: +1